(1)
{
  "formula": "C19H19BrCl2F3N3O2",
  "method": "ωB97M-V/def2-TZVPD",
  "species": ["C", "C", "C", "N", "C", "C", "N", "C", "C", "C", "C", "C", "Br", "C", "C", "Cl", "C", "C", "Cl", "C", "C", "O", "C", "F", "F", "F", "C", "O", "C", "N", "H", "H", "H", "H", "H", "H", "H", "H", "H", "H", "H", "H", "H", "H", "H", "H", "H", "H", "H"],
  "coordinates": [[-2.255, -3.845, 3.737], [-3.008, -3.229, 2.501], [-3.043, -4.147, 1.207], [-3.544, -2.030, 2.498], [-2.539, -1.191, 1.842], [-1.550, -0.518, 2.743], [-0.542, 0.255, 2.274], [-0.523, 0.349, 0.883], [0.598, 1.155, 0.270], [1.690, 1.846, 1.145], [2.422, 0.904, 2.175], [3.597, 1.778, 2.830], [3.293, -0.680, 1.378], [0.670, 1.310, -1.192], [1.818, 2.091, -1.877], [1.810, 3.866, -2.088], [2.892, 1.354, -2.306], [2.972, -0.211, -2.133], [4.320, 2.125, -3.079], [-0.374, 0.687, -2.081], [-0.362, 0.789, -3.656], [-0.147, 2.127, -4.147], [-1.209, 2.960, -3.884], [-1.216, 3.913, -4.896], [-1.117, 3.658, -2.712], [-2.445, 2.350, -3.927], [-1.432, -0.082, -1.448], [-2.424, -0.668, -2.258], [-1.543, -0.302, 0.045], [-2.598, -1.100, 0.483], [-2.626, -3.470, 4.723], [-1.173, -3.534, 3.617], [-2.273, -4.964, 3.638], [-1.956, -4.325, 0.938], [-3.476, -3.559, 0.354], [-3.554, -5.126, 1.388], [-1.623, -0.653, 3.852], [1.209, 2.668, 1.763], [2.491, 2.361, 0.544], [1.792, 0.565, 3.032], [4.124, 2.376, 2.045], [3.141, 2.417, 3.646], [4.297, 1.077, 3.375], [2.405, -0.694, -2.984], [4.030, -0.575, -2.133], [2.484, -0.562, -1.190], [-1.237, 0.266, -4.127], [0.545, 0.192, -3.977], [-2.809, 0.023, -2.833]],
  "smiles": "CC(C)=Nc1cnc2c(C[C@H](C)Br)c(/C(Cl)=C(\\C)Cl)c(COC(F)(F)F)c(O)c2n1",
  "multiplicity": 1,
  "homo_energy_ev": -8.539,
  "e_lumo_ha": -0.028,
  "de_lowest_kj_mol": 321.63,
  "max_force_ev_per_a": 4.4,
  "e_tot_ev": -131812.01958,
  "homo_lumo_gap_ev": 7.77
}

(2)
{
  "formula": "C30H63N6O10SSn",
  "method": "ωB97M-V/def2-TZVPD",
  "species": ["C", "O", "C", "C", "N", "H", "H", "C", "C", "O", "C", "H", "H", "H", "H", "H", "H", "H", "H", "H", "H", "H", "H", "H", "H", "C", "O", "C", "C", "N", "H", "H", "C", "C", "O", "C", "H", "H", "H", "H", "H", "H", "H", "H", "H", "H", "H", "H", "H", "H", "C", "O", "C", "C", "N", "H", "H", "C", "C", "O", "C", "H", "H", "H", "H", "H", "H", "H", "H", "H", "H", "H", "H", "H", "H", "Sn", "S", "O", "O", "O", "O", "N", "C", "C", "C", "C", "H", "H", "H", "H", "H", "N", "C", "C", "C", "C", "H", "H", "H", "H", "H", "N", "C", "C", "C", "C", "H", "H", "H", "H", "H"],
  "coordinates": [[5.583, 0.367, 1.854], [4.189, 0.501, 1.579], [3.326, 0.322, 2.689], [3.298, 1.446, 3.678], [2.391, 2.582, 3.209], [1.507, 2.189, 2.845], [1.976, 3.118, 3.970], [2.962, 3.486, 2.155], [2.092, 4.719, 1.952], [0.681, 4.564, 1.657], [0.401, 4.672, 0.252], [5.941, 1.278, 2.347], [6.196, 0.251, 0.966], [5.838, -0.411, 2.579], [3.560, -0.650, 3.130], [2.292, 0.229, 2.348], [4.252, 1.929, 3.885], [2.895, 1.124, 4.638], [3.058, 2.886, 1.250], [3.964, 3.852, 2.381], [2.551, 5.276, 1.134], [2.130, 5.307, 2.872], [-0.678, 4.583, 0.147], [0.914, 3.880, -0.279], [0.696, 5.664, -0.089], [-0.678, 1.068, -6.608], [-0.548, 1.442, -5.232], [0.245, 0.568, -4.470], [0.670, 1.167, -3.166], [-0.508, 1.666, -2.338], [-1.273, 0.987, -2.315], [-0.342, 1.631, -1.309], [-1.307, 2.907, -2.744], [-0.481, 3.990, -3.424], [0.763, 4.211, -2.799], [1.447, 5.311, -3.376], [-1.247, 1.853, -7.097], [-1.308, 0.176, -6.698], [0.263, 0.791, -7.083], [1.137, 0.308, -5.056], [-0.195, -0.433, -4.366], [1.501, 1.850, -3.033], [0.943, 0.345, -2.498], [-1.767, 3.351, -1.867], [-1.945, 2.460, -3.504], [-1.197, 4.824, -3.354], [-0.342, 3.956, -4.507], [1.511, 5.211, -4.461], [2.459, 5.339, -2.974], [0.958, 6.257, -3.127], [-3.854, -3.181, 2.786], [-3.866, -2.591, 1.488], [-2.754, -2.870, 0.660], [-3.041, -4.187, -0.109], [-4.237, -3.921, -0.995], [-4.824, -3.322, -0.403], [-3.928, -3.329, -1.761], [-5.004, -5.162, -1.479], [-5.415, -6.031, -0.303], [-5.828, -5.217, 0.778], [-6.373, -5.971, 1.839], [-4.107, -4.234, 2.639], [-4.560, -2.616, 3.389], [-2.881, -3.097, 3.278], [-1.807, -3.051, 1.173], [-2.608, -1.962, 0.077], [-3.194, -4.947, 0.649], [-2.171, -4.325, -0.751], [-4.441, -5.664, -2.260], [-5.887, -4.702, -1.923], [-4.649, -6.723, 0.063], [-6.237, -6.686, -0.609], [-6.470, -5.242, 2.646], [-5.568, -6.613, 2.219], [-7.312, -6.456, 1.576], [-1.818, 3.896, 3.445], [-0.762, 1.346, 1.301], [-1.805, 2.366, 1.019], [-1.365, 0.015, 1.255], [0.364, 1.447, 0.350], [-0.280, 1.614, 2.669], [0.166, -1.619, -0.255], [-0.226, -1.990, -1.501], [0.810, -2.694, -2.110], [1.873, -2.726, -1.189], [1.414, -2.143, 0.006], [-0.389, -1.055, 0.403], [-1.236, -1.841, -1.855], [0.830, -3.065, -3.122], [2.796, -3.254, -1.364], [2.048, -1.866, 0.832], [2.901, 1.317, -1.112], [3.901, 0.494, -1.599], [4.883, 1.231, -2.216], [4.416, 2.596, -2.149], [3.251, 2.589, -1.444], [2.171, 1.092, -0.454], [3.764, -0.548, -1.353], [5.833, 0.955, -2.638], [4.936, 3.474, -2.498], [2.538, 3.397, -1.371], [-0.355, -1.028, 3.784], [-0.226, -2.396, 3.681], [0.154, -2.812, 4.921], [0.150, -1.742, 5.856], [-0.220, -0.660, 5.106], [-0.454, -0.408, 2.991], [-0.315, -2.976, 2.780], [0.260, -3.868, 5.134], [0.494, -1.818, 6.873], [-0.261, 0.374, 5.416]],
  "multiplicity": 1,
  "homo_energy_ev": -13.983,
  "e_lumo_ha": -0.416,
  "max_force_ev_per_a": 3.9,
  "total_charge": 3,
  "e_tot_ev": -78183.72625,
  "homo_lumo_gap_ev": 2.65
}

(3)
{
  "formula": "C6H8O3Se",
  "method": "ωB97M-V/def2-TZVPD",
  "species": ["C", "C", "C", "C", "C", "C", "O", "O", "O", "Se", "H", "H", "H", "H", "H", "H", "H", "H"],
  "coordinates": [[-1.633, 0.289, 0.553], [-1.177, 1.277, -0.514], [-0.066, 0.700, -1.399], [0.928, -0.327, -1.025], [1.119, -1.051, 0.308], [1.036, -0.179, 1.530], [1.261, 1.020, -1.095], [-0.706, 2.327, 0.266], [0.177, -2.117, 0.349], [-0.262, 1.012, 1.786], [-2.621, 0.541, 0.942], [-1.549, -0.774, 0.340], [-1.987, 1.616, -1.174], [-0.284, 0.755, -2.465], [1.299, -0.929, -1.856], [2.134, -1.479, 0.265], [1.949, -0.007, 2.080], [0.381, -2.673, 1.110]],
  "multiplicity": 1,
  "homo_energy_ev": -8.581,
  "e_lumo_ha": -0.004,
  "de_lowest_kj_mol": 0.00,
  "max_force_ev_per_a": 1.3,
  "e_tot_ev": -77835.84147,
  "homo_lumo_gap_ev": 8.46
}

(4)
{
  "formula": "C16H27N2O4PSi",
  "method": "ωB97M-V/def2-TZVPD",
  "species": ["C", "Si", "C", "C", "N", "C", "C", "C", "C", "C", "C", "N", "C", "C", "C", "C", "H", "H", "H", "H", "H", "H", "H", "H", "H", "H", "H", "H", "H", "H", "H", "H", "H", "H", "C", "O", "P", "O", "O", "C", "O", "C", "H", "H", "H", "H", "H", "H", "H", "H", "H"],
  "coordinates": [[-1.366, -2.787, -2.650], [-0.502, -2.642, -1.017], [0.248, -4.246, -0.481], [-1.552, -1.835, 0.258], [0.911, -1.447, -1.387], [1.849, -1.835, -2.265], [2.888, -1.010, -2.614], [2.971, 0.257, -2.035], [4.081, 1.182, -2.391], [4.361, 1.474, -3.726], [5.389, 2.320, -4.026], [6.113, 2.849, -3.028], [5.879, 2.602, -1.731], [4.857, 1.767, -1.387], [2.000, 0.641, -1.114], [0.983, -0.233, -0.815], [-0.737, -3.276, -3.394], [-2.272, -3.375, -2.521], [-1.634, -1.807, -3.043], [1.241, -4.460, -0.868], [0.277, -4.333, 0.603], [-0.423, -5.018, -0.863], [-1.128, -1.840, 1.260], [-2.484, -2.400, 0.296], [-1.812, -0.813, -0.018], [1.746, -2.825, -2.684], [3.624, -1.360, -3.323], [3.783, 1.058, -4.536], [5.657, 2.591, -5.035], [6.879, 3.470, -3.268], [6.525, 3.080, -1.011], [4.678, 1.564, -0.342], [2.015, 1.613, -0.644], [0.206, 0.022, -0.110], [-5.490, 0.213, 5.158], [-4.783, 1.355, 4.627], [-3.786, 1.164, 3.431], [-3.009, -0.082, 3.403], [-2.928, 2.493, 3.459], [-2.049, 2.698, 4.579], [-4.689, 1.392, 2.149], [-4.113, 1.001, 0.904], [-4.867, -0.290, 5.893], [-6.387, 0.601, 5.628], [-5.760, -0.484, 4.367], [-1.455, 1.804, 4.769], [-2.630, 2.955, 5.463], [-1.398, 3.527, 4.317], [-4.314, -0.057, 0.735], [-3.033, 1.166, 0.913], [-4.563, 1.596, 0.115]],
  "multiplicity": 1,
  "homo_energy_ev": -14.104,
  "e_lumo_ha": -0.288,
  "max_force_ev_per_a": 0.9,
  "total_charge": 2,
  "e_tot_ev": -45356.16055,
  "homo_lumo_gap_ev": 6.27
}

(5)
{
  "formula": "C35H37IN6O2P",
  "method": "ωB97M-V/def2-TZVPD",
  "species": ["C", "C", "P", "C", "I", "C", "C", "O", "O", "H", "H", "H", "H", "H", "H", "H", "N", "C", "C", "C", "C", "C", "H", "H", "H", "H", "H", "N", "C", "C", "C", "C", "C", "H", "H", "H", "H", "H", "N", "C", "C", "C", "C", "C", "H", "H", "H", "H", "H", "N", "C", "C", "C", "C", "C", "H", "H", "H", "H", "H", "N", "C", "C", "C", "C", "C", "H", "H", "H", "H", "H", "N", "C", "C", "C", "C", "C", "H", "H", "H", "H", "H"],
  "coordinates": [[-2.717, -0.994, -1.246], [-2.094, -2.114, -0.895], [-0.896, -3.494, -0.350], [-1.103, -3.823, 1.529], [-1.536, -5.562, -1.532], [0.896, -3.011, -0.800], [1.294, -1.765, 0.194], [0.726, -0.634, -0.017], [2.279, -1.968, 1.221], [-2.944, 0.125, -1.465], [-2.262, -3.897, 1.697], [-0.672, -4.852, 1.837], [-0.687, -2.952, 2.175], [1.639, -3.897, -0.707], [0.916, -2.543, -1.870], [1.734, -2.091, 2.057], [4.156, -6.355, 0.199], [5.324, -6.831, -0.268], [6.455, -6.053, -0.452], [6.381, -4.702, -0.141], [5.187, -4.182, 0.341], [4.113, -5.044, 0.493], [5.331, -7.891, -0.500], [7.371, -6.491, -0.829], [7.246, -4.060, -0.273], [5.094, -3.133, 0.593], [3.159, -4.686, 0.870], [-0.675, 1.705, -3.889], [-0.985, 2.667, -4.776], [-1.346, 3.957, -4.420], [-1.394, 4.277, -3.070], [-1.080, 3.304, -2.132], [-0.728, 2.043, -2.588], [-0.937, 2.367, -5.818], [-1.584, 4.693, -5.179], [-1.673, 5.276, -2.752], [-1.108, 3.520, -1.071], [-0.470, 1.249, -1.893], [2.272, 5.478, -6.722], [1.052, 4.925, -6.835], [0.298, 4.951, -7.997], [0.829, 5.587, -9.110], [2.087, 6.168, -9.023], [2.764, 6.085, -7.816], [0.679, 4.443, -5.937], [-0.681, 4.486, -8.031], [0.269, 5.629, -10.038], [2.531, 6.672, -9.872], [3.751, 6.521, -7.699], [-4.357, -4.227, 2.603], [-4.986, -3.098, 2.976], [-5.918, -3.036, 3.999], [-6.225, -4.207, 4.679], [-5.593, -5.388, 4.314], [-4.673, -5.346, 3.280], [-4.715, -2.210, 2.413], [-6.392, -2.098, 4.259], [-6.951, -4.200, 5.485], [-5.810, -6.319, 4.823], [-4.149, -6.243, 2.961], [-2.266, 5.170, 0.502], [-1.369, 6.044, 0.991], [-1.579, 6.812, 2.125], [-2.786, 6.675, 2.796], [-3.732, 5.781, 2.314], [-3.426, 5.056, 1.173], [-0.443, 6.118, 0.430], [-0.818, 7.499, 2.475], [-2.988, 7.260, 3.687], [-4.684, 5.650, 2.813], [-4.132, 4.342, 0.759], [2.508, -1.475, 4.150], [3.162, -0.388, 4.597], [3.356, -0.103, 5.939], [2.845, -0.988, 6.879], [2.164, -2.117, 6.446], [2.024, -2.316, 5.083], [3.540, 0.274, 3.825], [3.894, 0.787, 6.242], [2.976, -0.798, 7.939], [1.751, -2.827, 7.153], [1.503, -3.186, 4.695]],
  "multiplicity": 1,
  "homo_energy_ev": -10.866,
  "e_lumo_ha": -0.164,
  "max_force_ev_per_a": 7.3,
  "total_charge": 1,
  "e_tot_ev": -67308.74598,
  "homo_lumo_gap_ev": 6.41
}

- Number 4 is which compound?
  C16H27N2O4PSi